Record 1
DFT (ωB97M-V/def2-TZVPD) results for a cluster of 4 separate species, C20H17NO15 in total.

The geometry in XYZ format:
```
53
Properties=species:S:1:pos:R:3:forces:R:3:mulliken_charge:R:1
C 0.2086 2.0459 0.4316 -0.022 -0.659 -0.306 -1.036
N -0.5474 0.8634 -0.0302 -0.363 0.226 -0.242 0.423
O -1.7924 0.7570 0.6719 0.449 -0.121 0.712 -0.614
C 0.2058 -0.2929 0.2677 1.220 -0.778 -0.460 0.547
O 1.1574 -0.6155 -0.4126 -0.887 0.582 0.893 -0.605
O -0.1473 -0.9554 1.3794 0.271 -0.381 -0.613 -0.458
H 0.9813 2.1995 -0.2957 0.282 0.296 -0.433 0.216
H 0.6894 1.8619 1.3765 -0.046 0.070 0.609 0.364
H -0.4616 2.8823 0.4704 -0.226 0.421 -0.055 0.453
H -2.3674 1.3738 0.2272 -0.287 0.237 -0.464 0.365
H -1.0964 -0.8523 1.5301 -0.257 0.154 0.322 0.387
C -5.0076 -2.1069 -1.6132 -0.206 -0.052 -0.053 -0.952
C -3.9222 -1.8925 -0.8571 -0.148 -0.026 -0.182 0.334
C -3.8695 -2.2878 0.5961 -0.450 -0.294 0.276 0.959
O -2.8339 -2.0826 1.2022 0.115 0.137 -0.046 -0.494
C -5.0469 -2.8928 1.1896 0.254 0.080 0.098 -1.099
C -6.1337 -3.1012 0.4344 0.104 -0.035 0.239 0.313
C -6.1783 -2.7303 -1.0236 0.373 0.227 -0.310 1.102
O -7.2016 -2.9724 -1.6325 -0.222 -0.092 0.081 -0.616
O -7.2441 -3.6471 0.8979 -0.081 -0.032 0.002 -0.566
O -2.8169 -1.3303 -1.3071 0.011 0.005 -0.061 -0.576
H -5.0527 -1.8317 -2.6570 0.033 0.003 -0.010 0.455
H -5.0050 -3.1615 2.2353 -0.025 -0.019 0.003 0.439
H -7.8613 -3.6853 0.1437 -0.089 -0.013 -0.100 0.366
H -2.2247 -1.2831 -0.5352 0.205 0.101 0.013 0.318
C 3.1737 1.0992 5.8510 0.049 -0.136 0.168 -0.948
C 2.9183 1.6612 4.6637 0.027 0.022 0.260 0.324
C 3.0241 0.8889 3.3780 0.140 -0.565 -0.096 1.073
O 2.7548 1.4733 2.3446 -0.030 0.298 0.018 -0.668
C 3.4368 -0.4999 3.4344 -0.043 0.124 -0.180 -1.044
C 3.6958 -1.0626 4.6221 -0.025 -0.005 -0.273 0.452
C 3.5699 -0.2982 5.9115 -0.136 0.493 0.052 0.969
O 3.8089 -0.8908 6.9446 0.083 -0.233 0.059 -0.621
O 4.0757 -2.3211 4.7612 0.033 -0.099 0.053 -0.578
O 2.5543 2.9264 4.5214 -0.043 0.097 -0.035 -0.582
H 3.0990 1.6441 6.7810 -0.013 0.023 -0.005 0.424
H 3.5161 -1.0413 2.5022 -0.021 -0.024 0.005 0.477
H 4.1879 -2.4661 5.7185 0.013 -0.032 0.123 0.364
H 2.4371 3.0662 3.5642 -0.009 0.020 -0.132 0.359
C 2.0627 0.9324 -3.5165 -0.110 0.128 0.172 -0.870
C 2.7507 0.4086 -4.5397 -0.087 0.023 0.250 0.252
C 2.6912 0.9923 -5.9246 -0.276 0.384 -0.141 0.891
O 3.3606 0.4640 -6.7904 0.145 -0.195 -0.015 -0.627
C 1.8379 2.1473 -6.1530 0.132 -0.116 -0.138 -0.942
C 1.1480 2.6688 -5.1320 0.070 0.009 -0.254 0.205
C 1.2296 2.0994 -3.7429 0.325 -0.575 0.176 1.184
O 0.5818 2.6453 -2.8701 -0.213 0.337 0.017 -0.655
O 0.3493 3.7182 -5.2534 -0.073 0.092 0.014 -0.584
O 3.5314 -0.6528 -4.4222 0.081 -0.080 -0.029 -0.569
H 2.0909 0.5160 -2.5174 -0.021 -0.046 -0.002 0.546
H 1.7902 2.5504 -7.1544 -0.011 0.023 0.003 0.422
H -0.0135 3.8809 -4.3637 -0.048 0.025 0.125 0.362
H 3.9054 -0.8124 -5.3077 0.056 -0.029 -0.110 0.361
```
Forces are in eV/Å.

The calculation puts the total energy at -1955.631223 Ha. The frontier orbital gap is 7.877 eV. Its net charge is 0. As for the strongest force on any atom: 0.030 hartree/bohr. The structure (SMILES) is O=C1C=C(O)C(=O)C=C1O.O=C1C=C(O)C(=O)C=C1O.O=C1C=C(O)C(=O)C=C1O.CN(O)C(=O)O.

Record 2
DFT (ωB97M-V/def2-TZVPD) results for a cluster of 2 separate species, C20H17NO3S in total.

The geometry in XYZ format:
```
42
Properties=species:S:1:pos:R:3:forces:R:3:mulliken_charge:R:1
C -1.4385 -3.3870 4.1239 0.126 -0.196 -0.601 -0.791
O -1.0309 -3.8873 2.8237 -0.102 0.505 0.122 -0.436
C -0.2956 -3.0830 2.0087 0.636 0.556 0.288 0.788
C 0.3314 -3.6819 0.8852 -0.328 0.141 0.656 -0.785
C 1.2729 -2.9761 0.1703 -0.234 0.720 -0.329 -0.163
C 1.5490 -1.6004 0.4345 -0.588 -0.883 1.056 0.320
C 2.4620 -0.9012 -0.4320 0.510 -0.416 -1.817 -1.107
C 3.1150 0.3550 -0.1190 0.824 0.499 0.180 0.797
C 3.7249 1.0582 -1.1859 -0.597 0.173 0.119 -0.314
C 4.1532 2.3706 -1.0414 -0.015 0.050 0.449 -0.610
C 4.0627 2.9988 0.2195 0.117 -0.575 -0.012 -0.398
C 3.6175 2.2514 1.3269 0.199 0.125 -0.294 -0.623
C 3.2089 0.9205 1.1769 -0.200 0.281 -0.325 -0.476
C 0.8393 -0.9916 1.5084 0.302 -0.124 -0.360 -0.724
C -0.0500 -1.7163 2.2870 -0.341 -0.852 0.085 -0.445
H -1.9900 -4.2159 4.5669 0.052 0.156 -0.029 0.243
H -0.5688 -3.1493 4.7518 -0.119 -0.026 -0.269 0.355
H -2.0936 -2.5082 4.0444 0.158 -0.253 -0.075 0.315
H 0.0751 -4.7097 0.6354 0.209 0.162 0.147 0.407
H 1.8258 -3.4522 -0.6482 -0.256 0.156 0.382 0.240
H 2.3274 -1.1295 -1.5077 -0.204 0.683 0.877 0.663
H 3.8116 0.5318 -2.1370 -0.067 0.285 0.139 0.268
H 4.5532 2.9057 -1.9060 -0.069 -0.164 0.358 0.384
H 4.4260 4.0278 0.3495 -0.334 -0.508 -0.062 0.352
H 3.5840 2.7154 2.3205 0.145 -0.254 -0.449 0.352
H 2.9418 0.3502 2.0693 0.025 0.196 -0.426 0.750
H 0.9352 0.0693 1.7577 0.079 -0.463 -0.378 0.631
H -0.5561 -1.2303 3.1296 0.275 -0.196 -0.464 0.275
S 4.4252 -2.2415 -1.1675 0.225 0.726 2.750 -0.090
C 4.5991 -2.8319 -2.7295 -0.158 -0.880 -2.361 0.185
C 5.3768 -2.1236 -3.7014 -0.347 -0.610 0.463 -0.367
C 5.4867 -2.5914 -4.9974 -0.562 -0.582 -0.476 -0.432
C 4.7736 -3.7535 -5.3803 -0.064 0.640 1.946 -0.054
N 4.4657 -3.9616 -6.7563 -0.190 -0.695 -2.764 0.895
O 3.7208 -4.9185 -7.0684 1.302 1.598 0.659 -0.581
O 4.9233 -3.1586 -7.6013 -0.708 -1.339 1.533 -0.583
C 4.1510 -4.5637 -4.3994 0.092 0.462 -0.777 -0.442
C 4.0451 -4.0988 -3.1017 0.525 0.638 -0.079 -0.440
H 5.8713 -1.2027 -3.3993 -0.081 -0.211 -0.053 0.409
H 6.0629 -2.0748 -5.7620 -0.275 0.071 0.215 0.427
H 3.7329 -5.5153 -4.7209 -0.111 0.302 0.152 0.427
H 3.5302 -4.6830 -2.3416 0.151 0.104 -0.174 0.379
```
Forces are in eV/Å.

The calculation puts the total energy at -1450.801691 Ha. The frontier orbital gap is 5.639 eV. For the relative energy (zero: lowest compared OMol25 entry of this formula, charge and spin), the calculation gives 140.28 kcal/mol. Its net charge is 0. As for the strongest force on any atom: 0.056 hartree/bohr.

Record 3
DFT (ωB97M-V/def2-TZVPD) results for a structure of composition C20H18AuN5Se3Te.

The geometry in XYZ format:
```
48
Properties=species:S:1:pos:R:3:forces:R:3:mulliken_charge:R:1
Au -0.2878 0.1758 -0.0677 -0.053 -0.012 0.004 0.598
C 0.3555 -6.5911 -0.8349 0.001 -0.001 -0.002 -1.543
C -0.2292 -5.2503 -0.4845 0.007 -0.005 -0.008 0.438
C -0.7953 -5.0100 0.7663 -0.004 0.016 0.011 -1.071
C -1.2360 -3.7527 1.1257 0.004 -0.020 -0.004 -0.011
C -1.1705 -2.6746 0.2360 -0.010 0.018 -0.012 0.281
N -1.4854 -1.3849 0.6117 0.005 0.005 0.010 -0.293
C -2.5232 -1.0880 1.4669 -0.006 -0.017 -0.018 0.497
C -3.7643 -1.7386 1.3874 -0.008 0.001 0.002 0.022
C -4.8287 -1.3693 2.1823 0.009 0.001 -0.008 -0.991
C -4.7354 -0.3051 3.0802 -0.010 -0.001 0.004 0.528
C -5.9246 0.1531 3.8798 0.001 0.001 0.001 -1.514
C -3.5144 0.3373 3.1792 0.010 0.012 0.011 -0.615
C -2.4197 -0.0693 2.4232 -0.019 0.003 0.005 -0.217
N -1.1577 0.5293 2.7232 0.005 -0.024 0.004 0.144
C -0.7118 0.8722 3.9473 0.001 0.011 -0.015 -0.035
C 0.5384 1.4304 3.8141 0.004 -0.004 0.017 -1.219
C 0.8156 1.3844 2.4496 -0.020 -0.002 -0.004 0.260
N -0.2189 0.8556 1.8099 0.035 0.027 -0.005 -0.072
C -0.6694 -2.9413 -1.0408 -0.015 0.005 0.029 -0.166
C -0.1709 -4.1932 -1.3756 -0.001 -0.004 -0.011 -0.420
N -0.7007 -1.9490 -2.0724 -0.011 -0.014 -0.019 0.419
C -0.9017 -2.2047 -3.3787 0.026 0.008 0.004 -0.093
C -0.7624 -1.0315 -4.0818 -0.022 -0.008 -0.008 -1.117
C -0.4828 -0.0667 -3.1184 0.013 0.010 0.016 0.133
N -0.4483 -0.6294 -1.9163 0.008 -0.010 0.007 -0.327
H -0.1365 -7.3907 -0.2816 -0.003 0.000 -0.001 0.385
H 1.4193 -6.6251 -0.5907 0.000 0.000 0.003 0.293
H 0.2549 -6.8042 -1.8993 0.002 0.003 0.000 0.368
H -0.8547 -5.8167 1.4875 0.001 -0.002 -0.001 0.374
H -1.6226 -3.5751 2.1212 -0.001 0.004 0.001 0.528
H -3.8715 -2.5437 0.6717 0.001 -0.001 -0.001 0.500
H -5.7682 -1.9008 2.0848 -0.001 0.000 0.000 0.372
H -6.6093 -0.6728 4.0709 0.002 -0.002 0.002 0.375
H -6.4823 0.9261 3.3468 -0.001 -0.003 -0.003 0.293
H -5.6216 0.5694 4.8406 0.002 0.003 -0.002 0.365
H -3.3989 1.1714 3.8616 -0.001 0.000 0.000 0.548
H -1.3126 0.6732 4.8168 -0.002 -0.002 0.001 0.496
H 1.1761 1.7971 4.5975 0.004 0.000 -0.003 0.409
H 1.6964 1.6690 1.8948 0.001 0.002 0.004 0.282
H 0.2944 -4.3347 -2.3433 0.000 0.002 -0.002 0.572
H -1.1414 -3.2012 -3.7032 0.003 -0.004 0.002 0.528
H -0.8569 -0.8896 -5.1427 -0.003 0.005 0.001 0.412
H -0.2966 0.9888 -3.2123 0.000 0.000 -0.005 0.351
Se 0.4927 2.3413 -0.9504 0.011 -0.001 -0.008 -0.335
Se 2.8001 2.2302 -0.5731 -0.017 0.047 0.023 -0.235
Te 3.3649 -0.0559 -1.4567 0.021 -0.041 -0.033 -0.018
Se 2.2071 -1.4199 0.2419 0.030 -0.005 0.012 -0.481
```
Forces are in eV/Å.

The calculation puts the total energy at -8654.719322 Ha. The frontier orbital gap is 5.518 eV. For the relative energy (zero: lowest compared OMol25 entry of this formula, charge and spin), the calculation gives 0.00 kcal/mol. Its net charge is 0. As for the strongest force on any atom: 0.001 hartree/bohr.